This record from OMol25 describes a structure of composition C4H6BaO7. The level of theory is ωB97M-V/def2-TZVPD.

Element x y z (Å)
H 5.01 3.70 2.89
O 3.59 -0.10 1.28
O 7.04 5.76 0.36
H 3.06 3.75 1.25
H 4.98 -0.40 3.04
O 2.20 0.15 3.09
O 5.50 4.29 0.96
H 1.77 1.18 3.08
C 5.05 3.28 1.87
O 4.44 0.33 3.35
C 6.66 4.89 1.19
H 5.75 2.44 1.87
C 3.66 2.85 1.42
O 7.37 4.58 2.19
C 3.38 0.44 2.41
H 3.74 2.30 0.47
Ba 9.60 6.75 1.50
O 3.02 2.07 2.39

As for the calculated total energy: -19270.96464 eV. The expectation value of S² is 0.750. For the HOMO-LUMO gap (alpha / beta), the calculation gives 4.79 / 5.50 eV. Its HOMO energy (alpha / beta) is -0.1314 / -0.1551 hartree. As for the total charge: -1. Its spin multiplicity is 2.



This record from OMol25 describes a cluster of 5 separate species, C56H128BF4NOP3 in total. The level of theory is ωB97M-V/def2-TZVPD.

Element x y z (Å)
H 4.10 2.85 -3.36
C -2.76 3.16 0.44
H -4.74 7.55 1.88
C -3.86 5.45 -2.99
H -0.92 -5.62 6.00
C 1.22 -5.76 -0.31
H 0.18 -4.79 2.43
H -2.11 -4.93 -3.18
H 4.96 -2.28 0.73
H -1.10 -6.70 3.73
H -6.65 6.07 -2.70
P 3.73 2.11 -1.07
C 4.94 -1.02 4.09
H -2.90 6.50 0.64
H 1.88 2.60 1.14
H 3.21 -5.13 4.33
H 4.06 -4.23 6.26
C -0.89 -4.86 2.57
H 4.03 -3.05 7.47
H -4.47 -2.68 -1.68
H -3.22 -6.03 -1.13
H 2.15 0.26 7.21
C -4.81 6.06 -0.22
H -2.69 -2.04 -4.11
H -0.97 -6.67 1.34
C 3.90 3.08 0.42
H -1.42 -3.89 2.55
C 4.73 -1.90 5.32
H 2.40 -0.56 5.18
C -2.35 -6.92 -3.89
H 2.52 -2.24 3.65
H 2.51 -3.75 6.93
C -1.46 -5.68 1.44
C 1.68 1.00 -2.72
O 4.58 -3.96 3.36
C 4.28 3.30 -2.39
H -2.53 9.27 0.72
H -6.77 7.12 -4.10
H 2.61 -4.51 -2.62
H 5.32 -2.78 5.25
H -6.14 4.20 -4.20
C 2.56 -1.25 6.03
H 4.52 -0.06 0.94
H -5.57 0.63 -3.52
C 4.79 0.65 -1.14
H -1.78 -5.60 -5.50
C 2.75 -5.56 -2.32
H 3.28 -6.39 -0.40
H -0.54 -6.86 -5.14
H -3.38 -3.58 0.07
N 3.37 -2.40 5.59
C -6.42 5.17 -4.64
H 3.71 -5.90 -2.75
H -2.29 -5.44 4.06
H -6.91 1.63 -2.92
C -2.34 -3.37 -0.20
H 6.02 -4.76 2.29
C -4.89 2.31 -2.24
H 2.62 -4.40 2.79
C -1.59 -6.67 -5.21
C -2.15 -6.08 -1.38
H 4.14 3.73 2.95
H -1.06 0.89 2.41
P -4.23 4.76 -1.31
H -5.75 6.48 -0.64
C -3.74 7.06 0.15
H -4.94 8.74 0.50
H -4.46 -1.93 -4.18
H -5.49 -0.58 -1.38
C -4.65 6.65 -3.45
C 3.70 4.76 -2.34
H -0.12 2.12 -2.91
H 5.03 -3.59 -1.36
H -5.79 5.20 -5.52
H -3.42 -6.86 -3.99
H -5.11 5.49 0.66
H -2.01 -7.30 -5.99
H 0.77 -6.73 -0.61
H 6.19 -1.57 -0.19
C 3.03 -0.39 7.14
F 1.98 -0.36 2.00
H -3.55 2.43 0.41
H 0.24 -4.48 -1.87
H -2.39 8.33 2.22
H 4.22 5.38 -1.59
H -0.60 3.06 0.78
C -4.24 8.12 1.07
H 5.03 5.59 -3.76
H 2.11 1.48 -3.59
H 4.90 -5.97 3.12
H 3.60 7.53 -2.95
H -3.47 -0.89 -3.09
C -3.63 -2.85 -2.35
C 3.46 -3.39 6.62
H 2.65 1.99 4.20
H 3.40 7.36 -4.67
H 1.34 -5.83 0.75
H -0.09 -0.56 -4.23
H -7.42 5.15 -4.99
C 4.64 -2.55 -1.39
C -2.62 4.03 -0.79
H 4.49 -5.04 1.59
H 4.97 -1.41 6.25
H 0.22 0.99 -5.10
H 4.94 2.97 0.74
H -2.69 1.47 2.46
C 3.29 6.85 -3.72
C -5.93 1.18 -2.63
H -2.26 3.56 -1.72
C -0.49 -5.11 5.13
H -1.91 -2.78 0.61
C 2.41 3.05 4.00
H 3.90 0.23 6.95
H 2.21 6.80 -3.57
H 4.62 0.20 -2.12
C -1.22 -5.64 3.86
H -2.07 -7.93 -3.59
H -2.50 -5.90 1.72
B 1.12 -1.35 1.52
H 2.65 4.75 -2.01
H -3.70 -3.93 -2.53
H -1.83 -7.12 -1.13
H 1.95 -0.05 -2.70
H -0.71 -6.08 -2.87
C -0.30 0.52 -4.25
H -0.58 -4.03 5.13
H -5.76 3.31 -0.45
F 1.82 -2.57 1.39
C -6.15 6.31 -3.68
C -5.45 3.53 -1.51
H -1.49 -3.02 -2.17
H -7.23 -0.14 -1.49
C 4.34 -0.39 -0.11
H 1.58 1.11 -0.58
H 2.58 4.53 2.56
H -4.53 2.63 -3.20
H 4.48 -0.04 4.27
F -0.01 -1.44 2.35
H -6.18 0.85 -0.45
C -1.78 -5.90 -2.84
C -2.35 -2.68 -1.57
C 3.23 -4.22 3.72
H 0.78 -3.65 -0.37
F 0.68 -1.01 0.27
C 2.63 -2.99 4.44
H 1.33 3.17 3.94
C -3.08 8.91 1.60
P -1.41 -4.90 -0.19
C 3.94 5.46 -3.64
H 3.08 1.61 1.84
H 5.83 0.91 -0.97
H -2.77 5.62 -2.92
H -1.37 2.49 2.99
C 2.05 1.74 -1.41
C -1.48 2.39 0.83
H 5.35 3.34 -2.25
C -1.68 1.77 2.26
H 3.19 -1.00 8.02
H -1.94 4.85 -0.54
H 3.05 -4.68 -0.39
C 3.08 3.57 2.76
C -3.61 -1.88 -3.55
H -4.64 7.49 -2.77
H -3.40 7.46 -0.82
H 1.60 -1.68 6.31
H -0.37 0.51 -2.12
H 6.03 -0.93 3.90
C -6.23 0.24 -1.38
H -3.02 3.81 1.28
H 0.54 -5.53 5.16
C 2.67 -5.60 -0.80
H 3.80 4.11 0.13
C 0.32 -4.59 -0.77
H 4.87 -2.08 -2.36
C 2.91 2.64 1.54
H 3.57 -2.65 -1.43
C 5.08 -1.72 -0.21
H -4.01 1.87 -1.80
H 4.38 -1.53 3.27
H 2.73 3.53 4.92
H -6.36 3.94 -1.99
H 1.64 -3.17 4.90
H 1.49 2.69 -1.34
H 3.57 4.90 -4.49
H -4.23 6.93 -4.44
H -1.27 1.58 0.11
H -2.22 -1.63 -1.27
H -4.02 4.59 -3.67
C 0.15 1.07 -2.93
H 3.25 -0.58 -0.13
H 1.95 -6.15 -2.82
H -3.41 9.78 2.17
H -1.39 0.68 -4.35
C 5.00 -4.99 2.56

As for the calculated total energy: -103085.53026 eV. For the HOMO-LUMO gap, the calculation gives 10.71 eV. Its HOMO energy is -0.5832 hartree. As for the total charge: +3. The calculation puts the energy above the lowest of the compared OMol25 structures with the same formula, charge and spin at 0.00 kJ/mol.